Molecular formula: C22H49N2P3S2V
Method: DFT, the ωB97M-V functional and the def2-TZVPD basis

Positions of all 79 atoms, in Å:
V 1.15935 0.03846 0.17546
P -0.18385 -1.48252 -1.18763
P 1.26172 -1.47750 2.13243
P 3.11887 -0.96253 -1.26665
H -1.41984 5.02838 -1.17969
C -0.64381 4.38976 -1.62261
C -0.95956 3.55804 -2.63087
H -1.83412 2.94232 -2.64180
C -2.02176 -1.41831 -1.06106
C -0.19056 -3.31618 -1.22423
C -0.09205 -1.11672 -2.96873
C 1.55816 -0.39737 3.54560
C -0.39147 -2.21269 2.45294
C 2.40594 -2.87363 2.12101
C 3.30482 -0.11966 -2.88895
C 3.40787 -2.75053 -1.72204
C 4.64084 -0.54744 -0.34089
H 0.35709 4.65338 -1.26081
H -0.26602 3.38766 -3.44419
H -2.37465 -0.39098 -0.90874
H -2.38143 -2.05770 -0.23923
H -2.43203 -1.81253 -2.00828
H -0.64045 -3.72145 -0.30908
H 0.80511 -3.74508 -1.34654
H -0.81653 -3.63246 -2.07232
H -0.02393 -0.03840 -3.13679
H -1.00559 -1.48441 -3.45014
H 0.76119 -1.60612 -3.43697
H 1.72603 -0.99953 4.44950
H 0.69262 0.25836 3.71978
H 2.42664 0.24513 3.34733
H -0.51450 -2.35815 3.52680
H -0.50850 -3.15437 1.91495
H -1.17427 -1.53752 2.10522
H 2.40174 -3.33016 3.11924
H 3.41969 -2.54181 1.87820
H 2.07617 -3.61891 1.38989
H 4.29158 0.32298 -3.03152
H 2.59168 0.71121 -2.93311
H 3.11218 -0.77405 -3.74704
H 4.45285 -2.98825 -1.98865
H 2.79577 -3.03319 -2.59194
H 3.14655 -3.39535 -0.86931
H 5.29128 0.14778 -0.87592
H 5.20407 -1.45667 -0.09584
H 4.35803 -0.05522 0.59776
C 3.67409 3.09308 -0.62994
C 4.76743 3.18137 0.27422
C 5.61948 4.28723 0.23029
C 5.45094 5.27158 -0.75321
C 4.39927 5.18434 -1.67516
C 3.57835 4.06582 -1.66487
S 2.27689 2.07927 -0.40127
H 0.09317 -0.50637 1.16631
H 4.85777 2.42439 1.05176
H 6.39437 4.39646 0.99651
H 6.13627 6.11329 -0.80011
H 4.16105 5.97508 -2.38308
H 2.72336 4.00093 -2.34669
C -2.89588 0.07640 3.68041
N -3.49165 -0.07132 2.36288
C -4.02908 -1.41338 2.09205
C -3.03547 0.70972 1.31215
S -1.41189 1.24849 1.18145
N -3.98211 1.06883 0.41563
C -5.39586 0.81219 0.66201
C -3.67320 1.83296 -0.78445
H -3.62856 -0.23253 4.44152
H -2.61307 1.12271 3.82647
H -2.00195 -0.55037 3.79624
H -4.48310 -1.47067 1.09707
H -3.24973 -2.19400 2.15463
H -4.80689 -1.66219 2.83225
H -5.57150 0.65714 1.72668
H -5.96967 1.68125 0.32967
H -5.73587 -0.06239 0.09104
H -3.26210 1.19343 -1.57869
H -2.96638 2.64133 -0.57706
H -4.60099 2.25884 -1.17799

As for the total energy: -101783.97114 eV. As for the energy relative to the best compared isomer or geometry (same formula, charge and spin): 47.1 kcal/mol. The orbital gap (spin up / spin down) comes out at 4.85 / 3.93 eV. The HOMO energy (spin up / spin down) is -16.12 / -15.93 eV. As for the maximum force: 3.37 eV Å⁻¹. Its multiplicity is 3. As for the net charge: +3.

Charge distribution, Mulliken scheme, values in e: atom 1 (V): -0.617, atom 2 (P): 1.448, atom 3 (P): 1.300, atom 4 (P): 0.880, atom 5 (H): 0.290, atom 6 (C): -0.472, atom 7 (C): -0.425, atom 8 (H): 0.187, atom 9 (C): -0.584, atom 10 (C): -1.382, atom 11 (C): -1.135, atom 12 (C): -1.273, atom 13 (C): -0.689, atom 14 (C): -1.185, atom 15 (C): -1.271, atom 16 (C): -1.419, atom 17 (C): -1.138, atom 18 (H): 0.174, atom 19 (H): 0.308, atom 20 (H): -0.703, atom 21 (H): 0.294, atom 22 (H): 0.698, atom 23 (H): 0.377, atom 24 (H): 0.345, atom 25 (H): 0.463, atom 26 (H): 0.341, atom 27 (H): 0.542, atom 28 (H): 0.307, atom 29 (H): 0.483, atom 30 (H): 0.340, atom 31 (H): 0.380, atom 32 (H): 0.693, atom 33 (H): 0.411, atom 34 (H): -0.534, atom 35 (H): 0.506, atom 36 (H): 0.340, atom 37 (H): 0.348, atom 38 (H): 0.437, atom 39 (H): 0.314, atom 40 (H): 0.441, atom 41 (H): 0.502, atom 42 (H): 0.399, atom 43 (H): 0.331, atom 44 (H): 0.431, atom 45 (H): 0.462, atom 46 (H): 0.224, atom 47 (C): 0.683, atom 48 (C): -0.361, atom 49 (C): -0.680, atom 50 (C): -0.312, atom 51 (C): -0.829, atom 52 (C): -0.304, atom 53 (S): 0.082, atom 54 (H): -0.248, atom 55 (H): 0.357, atom 56 (H): 0.413, atom 57 (H): 0.425, atom 58 (H): 0.421, atom 59 (H): 0.471, atom 60 (C): -0.734, atom 61 (N): 0.008, atom 62 (C): -0.884, atom 63 (C): 0.205, atom 64 (S): -0.045, atom 65 (N): 0.281, atom 66 (C): -1.083, atom 67 (C): -1.188, atom 68 (H): 0.354, atom 69 (H): 0.428, atom 70 (H): 0.126, atom 71 (H): 0.317, atom 72 (H): 0.208, atom 73 (H): 0.416, atom 74 (H): 0.331, atom 75 (H): 0.411, atom 76 (H): 0.415, atom 77 (H): 0.301, atom 78 (H): 0.489, atom 79 (H): 0.358

Molecular formula: C22H50AlN3O5P
Method: DFT, the ωB97M-V functional and the def2-TZVPD basis

Positions of all 82 atoms, in Å:
C 2.88721 -4.57398 0.55863
C 3.44412 -3.26239 1.16534
C 3.39627 -3.24320 2.73708
O 2.06918 -3.46279 3.18718
C 2.01863 -4.43576 4.26924
Al 1.89848 -6.38600 3.69062
P 3.96994 -7.43522 3.33718
N 5.11288 -6.50431 2.72991
O 4.55960 -8.12222 4.78939
O 3.66268 -8.75894 2.29455
H 3.37258 -5.48643 0.94132
H 3.02991 -4.51872 -0.54413
H 1.79993 -4.65562 0.73105
H 2.88017 -2.37285 0.80455
H 4.48784 -3.09766 0.81788
H 4.03546 -4.03342 3.17934
H 3.82121 -2.27060 3.09620
H 1.05965 -4.20934 4.79811
H 2.81547 -4.24535 5.03219
H 1.13770 -7.17818 4.87901
H 1.03895 -6.57205 2.33868
H 5.88808 -6.53059 3.39593
H 3.75666 -8.28680 5.29700
H 2.92919 -8.44105 1.75742
C 0.40435 2.85347 0.91495
C 1.16801 1.55558 0.57332
C 2.08558 1.18722 1.74503
C 3.27280 2.13502 1.87724
C 4.04605 2.22189 0.56396
C 3.17176 2.50919 -0.66803
N 1.91979 1.70814 -0.70197
O 2.22344 0.50609 -1.13771
C 2.81778 4.00883 -0.73573
C 4.03773 2.27820 -1.91944
C 0.05474 0.50275 0.45517
H -0.36154 2.65823 1.66705
H 1.03189 3.63415 1.34129
H -0.10129 3.25635 0.03445
H 2.46013 0.16586 1.62141
H 1.51847 1.18850 2.67927
H 2.94479 3.12996 2.19382
H 3.93794 1.77307 2.66552
H 4.81859 2.99099 0.65333
H 4.57476 1.27369 0.42135
H 2.11393 4.20820 -1.54617
H 3.71214 4.60673 -0.92629
H 2.39573 4.40329 0.18615
H 4.47823 1.28139 -1.94110
H 4.86778 2.98688 -1.94149
H 3.45795 2.41707 -2.83480
H -0.63555 0.75563 -0.35289
H -0.52311 0.45047 1.37862
H 0.43773 -0.50202 0.27764
C -3.95902 3.34706 -4.07077
C -3.68139 2.24978 -3.02057
C -4.27238 0.92147 -3.50938
C -5.79671 0.90906 -3.46914
C -6.30616 1.26998 -2.07755
C -5.69262 2.55115 -1.49042
N -4.22117 2.64523 -1.68776
O -3.65209 1.88620 -0.77232
C -6.36797 3.79710 -2.09885
C -6.07886 2.61247 -0.00166
C -2.14724 2.14268 -3.00670
H -3.32863 3.20204 -4.94968
H -4.97972 3.34722 -4.44790
H -3.73652 4.33886 -3.67170
H -3.89480 0.09642 -2.89688
H -3.93499 0.71818 -4.52921
H -6.21164 1.59197 -4.21637
H -6.15759 -0.08692 -3.73891
H -7.39492 1.36522 -2.10881
H -6.09280 0.42722 -1.41183
H -5.87253 4.71141 -1.76725
H -7.41219 3.86013 -1.78477
H -6.39150 3.79812 -3.18661
H -5.78005 1.71638 0.54220
H -7.16184 2.69574 0.10515
H -5.62917 3.47781 0.48988
H -1.69017 3.08452 -2.69454
H -1.77397 1.90941 -4.00491
H -1.78375 1.35274 -2.35036

As for the total energy: -54216.79163 eV. The orbital gap (spin up / spin down) comes out at 6.44 / 5.87 eV. The HOMO energy (spin up / spin down) is -4.53 / -4.53 eV. As for the maximum force: 3.24 eV Å⁻¹. Its multiplicity is 3. As for the net charge: -1.

Charge distribution, Mulliken scheme, values in e: atom 1 (C): -1.096, atom 2 (C): 0.115, atom 3 (C): -0.567, atom 4 (O): -0.395, atom 5 (C): -0.588, atom 6 (Al): 0.415, atom 7 (P): 0.626, atom 8 (N): -0.763, atom 9 (O): -0.521, atom 10 (O): -0.544, atom 11 (H): 0.078, atom 12 (H): 0.414, atom 13 (H): 0.262, atom 14 (H): -0.186, atom 15 (H): 0.328, atom 16 (H): 0.502, atom 17 (H): 0.210, atom 18 (H): 0.243, atom 19 (H): 0.327, atom 20 (H): -0.361, atom 21 (H): -0.293, atom 22 (H): 0.206, atom 23 (H): 0.290, atom 24 (H): 0.291, atom 25 (C): -1.797, atom 26 (C): 1.920, atom 27 (C): -1.112, atom 28 (C): -0.538, atom 29 (C): -1.287, atom 30 (C): 1.655, atom 31 (N): 0.530, atom 32 (O): -0.577, atom 33 (C): -1.728, atom 34 (C): -1.815, atom 35 (C): -1.403, atom 36 (H): 0.472, atom 37 (H): 0.322, atom 38 (H): 0.246, atom 39 (H): -0.036, atom 40 (H): 0.437, atom 41 (H): 0.312, atom 42 (H): 0.429, atom 43 (H): 0.368, atom 44 (H): 0.397, atom 45 (H): 0.331, atom 46 (H): 0.479, atom 47 (H): 0.300, atom 48 (H): 0.359, atom 49 (H): 0.423, atom 50 (H): 0.446, atom 51 (H): 0.143, atom 52 (H): 0.441, atom 53 (H): 0.297, atom 54 (C): -1.930, atom 55 (C): 1.997, atom 56 (C): -1.320, atom 57 (C): -0.500, atom 58 (C): -1.223, atom 59 (C): 1.684, atom 60 (N): 0.414, atom 61 (O): -0.535, atom 62 (C): -1.702, atom 63 (C): -1.871, atom 64 (C): -1.853, atom 65 (H): 0.460, atom 66 (H): 0.353, atom 67 (H): 0.370, atom 68 (H): 0.377, atom 69 (H): 0.366, atom 70 (H): 0.310, atom 71 (H): 0.388, atom 72 (H): 0.351, atom 73 (H): 0.401, atom 74 (H): 0.382, atom 75 (H): 0.461, atom 76 (H): 0.292, atom 77 (H): 0.362, atom 78 (H): 0.429, atom 79 (H): 0.450, atom 80 (H): 0.516, atom 81 (H): 0.421, atom 82 (H): 0.139